{"formula": "C28H26F2N6O4", "method": "ωB97M-V/def2-TZVPD", "homo_lumo_gap_ev": 9.23, "total_charge": 0, "e_lumo_ev": 0.3, "e_homo_ev": -8.9, "smiles": "O=C(NC[C@H]1CCCO1)[C@@H](c1ccc(F)cc1)N(C(=O)Cn1nnc(-c2ccc(F)cc2)n1)c1cccc(O)c1", "species": ["O", "C", "N", "C", "C", "C", "C", "C", "O", "C", "C", "C", "C", "C", "F", "C", "C", "N", "C", "O", "C", "N", "N", "N", "C", "C", "C", "C", "C", "F", "C", "C", "N", "C", "C", "C", "C", "C", "O", "C", "H", "H", "H", "H", "H", "H", "H", "H", "H", "H", "H", "H", "H", "H", "H", "H", "H", "H", "H", "H", "H", "H", "H", "H", "H", "H"], "coordinates": [[-0.3062, 2.3550, 0.2303], [-1.1084, 1.4731, -0.0159], [-1.5375, 1.1797, -1.2460], [-1.1169, 1.9427, -2.3978], [-0.7684, 1.0476, -3.5871], [0.2224, -0.0944, -3.2678], [-0.5722, -1.3645, -3.5914], [-1.6399, -0.8357, -4.5485], [-1.9661, 0.4431, -4.0528], [-1.6653, 0.5924, 1.1301], [-3.1451, 0.2990, 1.0543], [-3.6702, -0.8439, 1.6453], [-5.0279, -1.0996, 1.6139], [-5.8623, -0.1868, 0.9964], [-7.1882, -0.4287, 0.9622], [-5.3731, 0.9739, 0.4270], [-4.0113, 1.2117, 0.4626], [-0.8419, -0.6172, 1.2171], [-0.9307, -1.5342, 0.2334], [-1.8176, -1.5362, -0.5992], [0.2002, -2.5715, 0.1518], [1.4652, -1.9230, 0.2867], [2.4599, -2.3813, 1.0039], [3.4055, -1.5190, 0.9342], [2.9587, -0.5076, 0.1584], [3.7053, 0.6954, -0.1365], [5.0744, 0.7380, 0.1199], [5.7932, 1.8850, -0.1521], [5.1257, 2.9804, -0.6740], [5.8256, 4.1012, -0.9426], [3.7641, 2.9646, -0.9237], [3.0518, 1.8132, -0.6528], [1.7249, -0.7607, -0.2685], [0.1073, -0.6761, 2.2747], [1.0044, 0.3661, 2.4664], [1.9305, 0.2812, 3.4931], [1.9592, -0.8131, 4.3324], [1.0361, -1.8424, 4.1625], [1.0732, -2.8850, 5.0252], [0.1052, -1.7689, 3.1342], [-2.1478, 0.3889, -1.4085], [-0.2540, 2.5439, -2.1035], [-1.9284, 2.6109, -2.7085], [-0.3607, 1.6935, -4.3817], [0.5435, -0.0671, -2.2279], [1.1058, -0.0137, -3.9005], [0.0375, -2.1463, -4.0383], [-1.0595, -1.7470, -2.6956], [-1.2420, -0.7562, -5.5718], [-2.5540, -1.4292, -4.5621], [-1.4749, 1.1544, 2.0534], [-3.0146, -1.5471, 2.1356], [-5.4419, -1.9891, 2.0613], [-6.0512, 1.6737, -0.0343], [-3.6236, 2.1221, 0.0324], [0.1335, -3.3424, 0.9201], [0.1204, -3.0435, -0.8337], [5.5571, -0.1342, 0.5314], [6.8538, 1.9430, 0.0342], [3.2794, 3.8445, -1.3156], [1.9862, 1.7801, -0.8148], [0.9883, 1.2222, 1.8101], [2.6438, 1.0790, 3.6278], [2.6812, -0.8946, 5.1276], [0.4025, -3.5398, 4.7967], [-0.6237, -2.5593, 3.0070]], "lowdin_charge": [0.05, -0.45, 0.10, -0.10, -0.31, -0.11, -0.15, -0.19, -0.10, -0.11, -0.17, -0.02, 0.01, -0.27, 0.06, 0.01, -0.02, 0.05, -0.41, 0.07, 0.00, -0.19, 0.09, 0.11, -0.30, -0.17, -0.02, 0.00, -0.27, 0.06, 0.01, -0.01, 0.20, -0.22, -0.03, -0.05, -0.01, -0.31, 0.07, 0.03, 0.14, 0.12, 0.13, 0.15, 0.07, 0.11, 0.11, 0.08, 0.12, 0.12, 0.17, 0.11, 0.12, 0.12, 0.12, 0.13, 0.14, 0.11, 0.12, 0.12, 0.09, 0.10, 0.11, 0.12, 0.11, 0.12]}